Density functional theory data (wB97M-V/def2-TZVPD) for a cluster of 4 separate species, C5H21N2O4 in total.

Each line ends with the Mulliken charge.
Cartesian coordinates (Å):
N  -0.555  -0.793  1.061  -0.10
C  0.780  -1.385  0.563  0.52
C  0.504  -2.839  0.349  -1.67
C  1.094  -0.582  -0.737  -0.87
N  1.211  0.821  -0.347  -0.14
C  0.177  1.678  -0.901  -0.83
C  0.092  2.029  -2.437  -0.60
O  -0.607  0.990  -3.071  -0.49
H  -1.362  -1.342  0.773  0.37
H  -0.521  -0.569  2.089  0.36
H  -0.737  0.175  0.773  0.19
H  1.610  -1.333  1.269  0.31
H  0.000  -3.228  -0.577  0.34
H  1.374  -3.457  0.178  0.44
H  -0.145  -3.321  1.099  0.42
H  0.333  -0.878  -1.471  0.27
H  2.021  -0.946  -1.193  0.50
H  2.053  1.269  -0.694  0.37
H  0.235  2.631  -0.362  0.48
H  -0.885  1.363  -0.768  0.16
H  -0.391  3.002  -2.549  0.34
H  1.078  2.229  -2.870  0.37
H  -0.363  0.782  -3.967  0.30
H  -2.402  -0.737  -1.782  0.26
H  -2.787  -2.151  -1.512  0.29
O  -2.201  -1.446  -1.158  -0.56
H  -0.504  1.811  2.883  0.39
H  -1.953  1.470  3.273  0.25
O  -1.204  1.139  2.758  -0.61
H  0.943  0.653  3.641  0.33
H  1.833  1.503  2.453  0.30
O  1.279  1.460  3.232  -0.68

Summary:
Energy in hartree: -613.3110
LUMO in eV: -2.52
Kohn-Sham gap in eV: 10.26
HOMO in eV: -12.786
Multiplicity: 1
Molecular weight in Da: 173.23
Net charge: +1
Largest force on an atom in eV Å⁻¹: 3.076

***

Density functional theory data (wB97M-V/def2-TZVPD) for an isolated molecule of C2H7NS.

Each line ends with the Mulliken charge.
Cartesian coordinates (Å):
C  -0.055  1.490  0.634  -0.92
S  0.431  0.532  -0.827  -0.11
C  -0.204  -1.160  -0.400  -0.37
N  -0.377  -1.475  0.987  -0.58
H  0.228  2.497  0.364  0.27
H  0.519  1.193  1.514  0.30
H  -1.123  1.436  0.829  0.32
H  0.495  -1.869  -0.828  0.34
H  -1.146  -1.254  -0.935  0.26
H  -0.683  -0.692  1.547  0.24
H  0.464  -1.842  1.408  0.23

Summary:
Energy in hartree: -533.3249
LUMO in eV: 0.95
Kohn-Sham gap in eV: 9.47
HOMO in eV: -8.523
Multiplicity: 1
Molecular weight in Da: 77.15
SMILES string: CSCN
Net charge: 0
Largest force on an atom in eV Å⁻¹: 0.563

***

Density functional theory data (wB97M-V/def2-TZVPD) for a structure of composition C25H14Cl4N3O2Re.

Each line ends with the Mulliken charge.
Cartesian coordinates (Å):
Re  0.050  0.313  0.506  1.16
Cl  2.476  1.263  -5.088  -0.11
C  1.589  1.446  -3.652  0.37
C  0.339  2.133  -3.683  0.37
Cl  -0.238  2.748  -5.156  -0.11
C  -0.405  2.291  -2.541  -0.09
Cl  -1.927  3.052  -2.521  -0.11
C  0.125  1.842  -1.308  0.39
O  -0.577  1.995  -0.153  -0.76
C  1.368  1.152  -1.278  0.46
O  1.827  0.657  -0.090  -0.78
C  2.077  0.925  -2.480  -0.05
Cl  3.535  0.051  -2.389  -0.11
N  -0.497  -1.136  7.505  0.00
C  -0.303  -0.712  8.781  0.80
C  -0.503  -1.330  10.021  -1.05
C  -0.190  -0.577  11.121  -0.39
C  0.309  0.755  11.026  -0.53
C  0.506  1.361  9.822  -0.77
C  0.194  0.613  8.664  0.71
N  0.289  0.960  7.367  -0.54
C  -0.124  -0.097  6.675  -0.16
C  -0.162  -0.098  5.262  1.15
C  -0.606  -1.194  4.479  -0.69
C  -0.608  -1.115  3.126  -0.26
N  -0.180  0.008  2.461  -0.34
C  0.246  1.085  3.217  -0.36
C  0.264  1.066  4.567  -0.65
H  -0.838  -2.044  7.238  0.20
H  -0.882  -2.339  10.111  0.40
H  -0.326  -1.005  12.105  0.41
H  0.533  1.286  11.940  0.41
H  0.883  2.370  9.734  0.46
H  -0.957  -2.109  4.935  0.35
H  -0.951  -1.926  2.501  0.48
H  0.565  1.969  2.672  0.48
H  0.597  1.926  5.130  0.54
C  -0.661  -1.048  -0.317  -0.36
C  -1.108  -2.061  -1.189  1.14
C  -0.283  -3.176  -1.427  -0.33
C  -0.719  -4.161  -2.287  -0.69
C  -1.961  -4.044  -2.906  -0.35
C  -2.778  -2.940  -2.673  -0.69
C  -2.361  -1.943  -1.817  -0.32
H  0.682  -3.249  -0.943  0.50
H  -0.095  -5.022  -2.480  0.43
H  -2.296  -4.821  -3.580  0.43
H  -3.739  -2.862  -3.163  0.43
H  -2.984  -1.079  -1.625  0.50

Summary:
Energy in hartree: -3194.2573
LUMO in eV: -8.28
Kohn-Sham gap in eV: 5.26
HOMO in eV: -13.542
Multiplicity: 1
Molecular weight in Da: 716.42
Net charge: +2
Largest force on an atom in eV Å⁻¹: 0.535

***

Density functional theory data (wB97M-V/def2-TZVPD) for a structure of composition C54H47AsN8O5S2W.

Each line ends with the Mulliken charge.
Cartesian coordinates (Å):
W  0.446  -0.056  -0.111  0.66
O  -1.654  0.823  0.959  -0.15
C  -1.412  1.485  2.202  -1.04
C  -0.064  2.150  2.156  0.87
C  0.168  3.290  2.889  -1.05
C  1.424  3.891  2.890  -0.86
C  2.402  3.276  2.106  -1.39
C  2.114  2.144  1.394  -0.23
N  0.878  1.514  1.360  0.65
H  -1.806  1.525  0.290  0.27
H  -1.454  0.723  2.993  0.15
H  -2.204  2.216  2.404  0.64
H  -0.642  3.698  3.476  0.61
H  1.637  4.770  3.470  0.52
H  3.402  3.679  2.064  0.54
H  2.894  1.696  0.795  0.69
C  -3.363  -1.523  -1.883  -1.05
C  -3.044  -2.861  -2.189  -1.16
C  -1.759  -3.268  -1.995  -0.81
C  -0.776  -2.376  -1.503  0.61
N  -1.107  -1.071  -1.134  1.10
C  -2.400  -0.707  -1.366  -0.18
C  0.608  -2.674  -1.499  1.01
C  1.156  -3.880  -2.001  -1.06
C  2.494  -3.992  -2.240  -1.17
C  3.308  -2.860  -2.015  -1.41
C  2.754  -1.739  -1.474  -0.27
N  1.436  -1.615  -1.121  1.10
H  -4.355  -1.144  -2.052  0.59
H  -3.788  -3.530  -2.588  0.55
H  -1.468  -4.269  -2.258  0.52
H  -2.666  0.318  -1.133  0.15
H  0.495  -4.695  -2.240  0.59
H  2.923  -4.898  -2.633  0.60
H  4.354  -2.878  -2.271  0.59
H  3.372  -0.859  -1.330  0.36
N  -0.102  -1.444  1.387  0.08
S  -0.477  -3.064  1.349  0.18
C  -0.574  -3.592  3.077  1.08
C  -0.401  -4.945  3.328  -0.25
C  -0.577  -5.414  4.619  -0.64
C  -0.893  -4.532  5.640  -0.53
C  -1.042  -3.182  5.377  -1.02
C  -0.906  -2.704  4.084  -0.52
C  -2.286  -3.114  1.154  1.00
C  -2.871  -4.333  0.857  -0.33
C  -4.252  -4.410  0.776  -1.00
C  -5.026  -3.274  0.957  -0.64
C  -4.427  -2.059  1.241  -0.53
C  -3.048  -1.982  1.356  -0.54
H  0.085  -1.211  2.365  0.17
H  -0.115  -5.627  2.545  0.45
H  -0.444  -6.464  4.817  0.37
H  -1.004  -4.899  6.646  0.46
H  -1.279  -2.492  6.172  0.49
H  -1.079  -1.653  3.885  0.34
H  -2.258  -5.209  0.710  0.54
H  -4.723  -5.363  0.590  0.51
H  -6.100  -3.342  0.885  0.47
H  -5.030  -1.178  1.396  0.51
H  -2.565  -1.052  1.603  0.21
N  2.607  4.285  -3.344  0.27
C  3.254  3.135  -3.553  -0.91
N  3.185  2.206  -2.616  -0.08
C  2.474  1.675  -1.779  0.38
N  1.898  0.888  -1.074  0.30
O  -0.639  1.566  -1.205  0.22
As  -0.162  2.591  -2.460  1.58
C  0.558  1.634  -3.993  -0.05
C  0.783  0.269  -3.919  0.36
C  1.310  -0.396  -5.013  -0.25
C  1.612  0.309  -6.167  -0.80
C  1.347  1.669  -6.251  -0.85
C  0.809  2.339  -5.166  -0.65
C  0.856  4.048  -1.627  1.20
C  1.968  4.709  -2.152  -0.69
C  2.491  5.793  -1.448  -0.40
C  1.914  6.230  -0.272  -1.06
C  0.794  5.586  0.235  -1.11
C  0.279  4.500  -0.441  -1.09
C  -1.816  3.396  -3.157  0.43
C  -2.564  2.643  -4.060  -0.50
C  -3.711  3.176  -4.622  -0.80
C  -4.112  4.461  -4.292  -0.59
C  -3.374  5.209  -3.389  -0.82
C  -2.221  4.686  -2.823  -0.25
H  0.543  -0.269  -2.998  -0.23
H  1.501  -1.457  -4.948  0.54
H  2.048  -0.214  -7.004  0.45
H  1.569  2.208  -7.158  0.46
H  0.575  3.400  -5.221  0.49
H  2.833  5.022  -4.004  0.27
H  3.357  6.300  -1.844  0.54
H  2.331  7.076  0.250  0.48
H  0.314  5.936  1.136  0.67
H  -0.602  3.987  -0.060  0.47
H  -2.239  1.640  -4.327  0.41
H  -4.290  2.596  -5.325  0.45
H  -4.996  4.884  -4.740  0.43
H  -3.691  6.207  -3.131  0.46
H  -1.631  5.284  -2.136  0.35
N  2.650  -0.794  1.448  0.11
C  2.621  -1.996  2.248  0.40
C  2.530  -1.917  3.633  -0.66
C  2.496  -3.080  4.391  -1.23
C  2.544  -4.294  3.748  0.05
C  2.657  -4.392  2.381  -0.95
C  2.689  -3.237  1.621  -0.11
S  2.534  -5.882  4.677  1.25
O  1.768  -5.534  5.853  -0.61
O  1.873  -6.764  3.736  -0.66
O  3.957  -6.053  4.840  -0.67
H  2.865  -0.026  2.086  0.42
H  3.438  -0.867  0.801  0.43
H  2.508  -0.952  4.121  0.47
H  2.442  -3.056  5.466  0.57
H  2.724  -5.372  1.939  0.60
H  2.798  -3.292  0.551  0.15

Summary:
Energy in hartree: -5998.8430
LUMO (alpha / beta) in eV: -6.55 / -6.95
Kohn-Sham gap (alpha / beta) in eV: 5.03 / 4.63
HOMO (alpha / beta) in eV: -11.579 / -11.579
Multiplicity: 1
Molecular weight in Da: 1210.92
Net charge: +2
Largest force on an atom in eV Å⁻¹: 3.407